A molecular structure, C5H9NO at a distorted geometry. Source: the Open Molecules 2025 dataset; level of theory: wB97M-V/def2-TZVPD.

XYZ file:
```
16
Properties=species:S:1:pos:R:3
C 1.400 0.156 0.807
C 0.379 -1.074 -1.168
C 0.270 0.090 -0.194
C -1.517 0.152 0.248
C -0.223 1.369 -0.706
O -1.658 0.459 1.608
N -1.518 1.274 -0.602
H -1.726 -0.382 2.081
H -2.163 -0.681 -0.055
H 0.370 2.217 -1.060
H 1.052 0.415 1.815
H 1.956 -0.780 0.921
H -0.422 -1.061 -1.910
H 1.343 -1.048 -1.690
H 2.132 0.927 0.547
H 0.326 -2.034 -0.642
```

E_HOMO	-0.3159	Ha
energy above the lowest of the compared OMol25 structures with the same formula, charge and spin	3.075	eV